ORCA calculation (the ωB97M-V functional and the def2-TZVPD basis) on 3 unconnected molecules or ions with the total composition C23H42N4O8P at a distorted geometry.

## Properties
Calculated total energy ... -56148.81040 eV
Charge ... +1
LUMO ... -4.6 eV
Maximum force ... 5.55 eV/A

```
78
C23H42N4O8P the ωB97M-V functional and the def2-TZVPD basis
C 1.432 -4.482 4.455
C 1.415 -3.922 2.944
O 0.944 -4.677 2.059
N 1.910 -2.544 2.733
C 0.692 -1.678 2.735
C 2.727 -2.406 1.485
C 4.200 -1.910 1.895
C 4.557 -0.407 1.411
C 3.393 0.662 1.663
C 3.287 1.211 3.157
C 4.505 1.000 4.127
C 4.437 1.493 5.625
P 5.831 1.239 6.886
N 5.288 1.978 8.392
O 5.869 -0.455 7.232
C 3.138 2.227 6.067
C 2.012 2.380 5.027
N 2.092 1.898 3.647
N 0.956 2.090 2.877
C 1.134 3.000 1.925
C 0.374 2.712 0.518
C 2.040 4.312 2.015
H 2.172 -5.336 4.594
H 1.709 -3.615 5.153
H 0.345 -4.790 4.686
H -0.016 -1.985 1.890
H 0.909 -0.556 2.699
H 0.136 -1.855 3.736
H 2.186 -1.731 0.736
H 2.851 -3.426 0.954
H 4.944 -2.593 1.325
H 4.455 -2.053 3.006
H 4.687 -0.479 0.263
H 5.592 -0.073 1.799
H 3.632 1.583 0.999
H 2.358 0.308 1.342
H 5.464 0.468 3.833
H 4.382 1.561 8.666
H 5.169 2.998 8.312
H 5.151 -0.924 6.739
H 3.032 2.600 7.150
H 1.046 2.894 5.388
H -0.728 2.978 0.659
H 0.413 1.563 0.397
H 0.884 3.249 -0.349
H 2.057 4.776 0.956
H 1.535 5.074 2.698
H 3.121 4.134 2.330
C -0.986 -2.077 -3.025
C -2.036 -1.322 -2.233
O -1.815 0.093 -2.316
C -2.271 0.686 -3.432
O -2.842 0.140 -4.344
O -1.964 1.993 -3.365
C -2.344 2.736 -4.523
H 0.019 -1.778 -2.714
H -1.095 -3.154 -2.884
H -1.066 -1.860 -4.093
H -1.959 -1.591 -1.177
H -3.047 -1.579 -2.559
H -3.400 2.589 -4.759
H -1.717 2.453 -5.371
H -2.183 3.793 -4.310
C -4.985 -2.235 -7.004
C -5.061 -0.818 -6.468
O -5.862 0.006 -7.326
C -7.190 -0.100 -7.153
O -7.749 -0.809 -6.352
O -7.790 0.709 -8.043
C -9.215 0.650 -8.008
H -4.647 -2.235 -8.043
H -4.298 -2.838 -6.406
H -5.967 -2.714 -6.989
H -4.061 -0.380 -6.454
H -5.436 -0.795 -5.441
H -9.594 0.821 -6.998
H -9.559 -0.314 -8.390
H -9.599 1.437 -8.657
```

=====

ORCA calculation (the ωB97M-V functional and the def2-TZVPD basis) on a molecular structure, C42H71N6OPtSiTe at a distorted geometry.

## Properties
Calculated total energy ... -74111.37920 eV
LUMO (alpha / beta) ... 0.5 / -0.6 eV
Maximum force ... 1.80 eV/A
Energy above the lowest of the compared OMol25 structures with the same formula, charge and spin ... 0.6 kcal/mol
2S+1 ... 2

```
123
C42H71N6OPtSiTe the ωB97M-V functional and the def2-TZVPD basis
Pt -0.082 0.636 -0.402
N 1.439 1.867 -1.552
C 2.576 2.319 -0.701
C 2.173 2.606 0.749
N 1.409 1.471 1.260
H 1.809 1.143 -2.183
H 1.044 2.630 -2.084
H 3.045 3.210 -1.125
H 3.314 1.513 -0.711
H 1.550 3.496 0.796
H 3.071 2.785 1.350
H 1.040 1.645 2.186
H 2.024 0.661 1.330
C -3.052 4.560 0.127
C -1.800 3.681 0.246
C -0.752 4.262 -0.711
C -1.226 3.872 1.662
Si -2.108 1.781 -0.087
C -3.264 1.606 -1.645
C -2.661 2.437 -2.788
C -4.713 2.069 -1.432
C -3.327 0.159 -2.147
C -3.002 0.988 1.473
C -3.748 -0.303 1.089
C -1.956 0.600 2.537
C -4.053 1.885 2.148
H -2.821 5.569 0.491
H -3.897 4.186 0.707
H -3.374 4.662 -0.910
H -0.480 5.273 -0.386
H -1.116 4.338 -1.739
H 0.147 3.665 -0.718
H -0.901 4.911 1.789
H -0.361 3.231 1.840
H -1.949 3.668 2.444
H -2.750 3.510 -2.606
H -3.193 2.223 -3.722
H -1.605 2.200 -2.946
H -4.786 3.132 -1.203
H -5.212 1.522 -0.634
H -5.286 1.891 -2.349
H -2.347 -0.281 -2.216
H -3.779 0.142 -3.147
H -3.938 -0.478 -1.507
H -3.143 -0.981 0.491
H -4.656 -0.094 0.525
H -4.051 -0.829 2.003
H -1.181 -0.055 2.137
H -2.449 0.075 3.365
H -1.456 1.473 2.960
H -4.847 2.177 1.458
H -3.638 2.790 2.576
H -4.521 1.328 2.968
C 3.090 -4.341 7.862
C 2.850 -3.840 6.463
C 1.618 -3.328 6.084
C 1.386 -2.857 4.796
C 0.015 -2.324 4.465
C 2.420 -2.889 3.852
Te 2.070 -2.070 1.895
N 1.968 -0.906 -0.556
C 2.550 -1.132 -1.694
O 2.620 -0.300 -2.643
C 3.177 -2.491 -1.904
C 2.564 -3.660 -1.464
C 3.155 -4.893 -1.705
C 4.369 -4.961 -2.372
C 4.981 -3.796 -2.819
C 4.379 -2.566 -2.598
C 3.722 -0.751 2.057
C 4.710 -0.825 1.077
C 5.812 0.010 1.109
C 5.940 0.935 2.137
C 4.962 1.010 3.114
C 3.840 0.178 3.098
C 2.818 0.323 4.195
C 3.660 -3.443 4.204
C 4.811 -3.571 3.242
C 3.853 -3.897 5.506
H 2.222 -4.169 8.497
H 3.947 -3.841 8.316
H 3.301 -5.412 7.862
H 0.812 -3.292 6.810
H -0.652 -2.426 5.322
H -0.434 -2.861 3.628
H 0.049 -1.269 4.180
H 1.622 -3.597 -0.934
H 2.670 -5.800 -1.365
H 4.837 -5.921 -2.550
H 5.924 -3.848 -3.347
H 4.823 -1.651 -2.967
H 4.616 -1.556 0.283
H 6.569 -0.067 0.339
H 6.797 1.595 2.177
H 5.058 1.736 3.914
H 2.855 1.325 4.622
H 2.999 -0.397 4.997
H 1.808 0.132 3.823
H 4.469 -3.668 2.213
H 5.411 -4.448 3.490
H 5.463 -2.696 3.289
H 4.817 -4.318 5.774
C -0.447 -1.398 -3.098
N -0.958 -2.466 -2.253
C -0.899 -3.765 -2.913
C -1.215 -2.343 -0.927
N -0.856 -1.338 -0.184
N -1.891 -3.441 -0.366
C -3.218 -3.727 -0.902
C -1.813 -3.613 1.073
H -1.082 -1.308 -3.984
H 0.573 -1.611 -3.415
H -0.438 -0.450 -2.565
H 0.088 -3.886 -3.365
H -1.648 -3.833 -3.708
H -1.057 -4.568 -2.204
H -1.262 -1.412 0.734
H -3.272 -3.451 -1.950
H -3.990 -3.167 -0.361
H -3.433 -4.793 -0.808
H -2.444 -2.906 1.630
H -0.781 -3.503 1.400
H -2.146 -4.622 1.318
```

=====

ORCA calculation (the ωB97M-V functional and the def2-TZVPD basis) on 2 unconnected molecules or ions with the total composition C4H10N at a distorted geometry.

## Properties
Calculated total energy ... -5777.69245 eV
Charge ... +2
LUMO (alpha / beta) ... -9.8 / -13.6 eV
Maximum force ... 3.26 eV/A
Energy above the lowest of the compared OMol25 structures with the same formula, charge and spin ... 32.9 kcal/mol
2S+1 ... 2

```
15
C4H10N the ωB97M-V functional and the def2-TZVPD basis
C -1.974 -1.252 0.331
N -1.916 -0.178 -0.352
H -2.887 -1.734 0.668
H -1.061 -1.791 0.566
H -0.996 0.281 -0.378
H -2.825 0.172 -0.667
C 1.365 1.646 -0.144
C 1.172 0.300 0.409
C 1.244 -0.981 -0.153
H 0.589 2.028 -0.813
H 1.592 2.402 0.599
H 2.200 1.512 -0.852
H 0.975 0.422 1.494
H 1.187 -1.818 0.533
H 1.335 -1.010 -1.240
```

=====

ORCA calculation (the ωB97M-V functional and the def2-TZVPD basis) on 2 unconnected molecules or ions with the total composition C3H6N4 at a distorted geometry.

## Properties
Calculated total energy ... -9159.90036 eV
LUMO (alpha / beta) ... 0.7 / -2.0 eV
Maximum force ... 7.04 eV/A
Energy above the lowest of the compared OMol25 structures with the same formula, charge and spin ... 105.2 kcal/mol
2S+1 ... 3

```
13
C3H6N4 the ωB97M-V functional and the def2-TZVPD basis
C 1.841 -0.442 -0.065
C -2.341 -1.565 0.099
C -0.431 2.485 0.403
N -1.089 1.590 0.016
N 2.596 0.277 0.638
N -1.955 -0.489 -0.465
N -1.572 0.491 0.288
H 1.667 -0.016 -1.149
H 1.797 -1.506 0.240
H -2.777 -2.326 -0.504
H -2.375 -1.538 1.244
H -0.433 3.496 0.250
H 2.778 1.226 0.207
```